Entry 1:
{"formula": "C3H5FO3", "method": "ωB97M-V/def2-TZVPD", "de_lowest_kj_mol": 223.2, "molar_mass_da": 108.1, "lumo_ha": 0.008, "symbols": ["C", "C", "C", "O", "O", "O", "F", "H", "H", "H", "H", "H"], "coordinates": [[0.78, -1.59, -0.82], [-1.49, 1.23, 0.55], [0.04, 1.27, 0.38], [-0.08, -2.03, -1.50], [1.98, -2.15, -0.53], [0.88, -0.39, -0.13], [0.50, 1.94, -0.66], [-2.09, 0.75, -0.28], [-1.62, 0.50, 1.30], [-1.64, 2.20, 0.88], [0.85, 1.37, 1.17], [1.89, -3.11, -0.37]], "mulliken_charge": [0.612, -0.929, 0.458, -0.518, -0.447, -0.553, -0.179, 0.304, 0.313, 0.352, 0.262, 0.327]}

=====

Entry 2:
{"formula": "C2H9NO4", "method": "ωB97M-V/def2-TZVPD", "de_lowest_kj_mol": 107.1, "molar_mass_da": 111.1, "lumo_ha": 0.003, "symbols": ["H", "O", "N", "H", "H", "H", "C", "H", "H", "C", "O", "O", "H", "O", "H", "H"], "coordinates": [[-0.34, -1.09, 0.09], [-0.34, -1.23, 1.31], [0.21, -0.84, -1.06], [0.24, -2.01, 1.38], [-0.26, -1.27, -1.85], [1.21, -0.98, -1.06], [-0.05, 0.63, -0.98], [-0.03, 1.09, -1.96], [-1.05, 0.87, -0.59], [1.00, 1.34, -0.08], [1.64, 2.23, -0.55], [1.01, 0.91, 1.16], [0.42, 0.05, 1.29], [-2.70, -1.87, 0.19], [-1.92, -1.56, 0.72], [-2.74, -1.41, -0.62]], "mulliken_charge": [0.497, -1.010, -0.410, 0.298, 0.258, 0.286, -0.501, 0.365, 0.267, 0.606, -0.559, -0.547, 0.452, -0.672, 0.386, 0.285]}

=====

Number 1: orbital gap 10.08 eV, E_tot -12049.611 eV. Number 2: orbital gap 10.58 eV, E_tot -11899.719 eV.